(1)
{"formula": "C22H33I2MnN3O3S", "method": "ωB97M-V/def2-TZVPD", "species": ["Mn", "I", "C", "C", "C", "I", "C", "O", "C", "C", "N", "C", "C", "C", "C", "C", "C", "N", "C", "H", "H", "H", "H", "H", "H", "H", "H", "H", "H", "H", "N", "C", "O", "C", "C", "H", "H", "H", "H", "H", "H", "C", "S", "C", "H", "H", "H", "H", "H", "H", "C", "C", "O", "C", "C", "H", "H", "H", "H", "H", "H", "H", "H", "H", "H"], "xyz": [[0.689, 0.590, 0.234], [-3.497, 2.255, 6.040], [-2.219, 1.310, 4.697], [-0.909, 1.036, 5.059], [-0.063, 0.418, 4.151], [1.887, 0.020, 4.754], [-0.471, 0.054, 2.849], [0.315, -0.487, 1.965], [-1.826, 0.329, 2.536], [-2.355, -0.154, 1.223], [-1.668, 0.419, 0.055], [-2.042, -0.291, -1.158], [-1.070, -0.062, -2.278], [-1.485, 0.078, -3.593], [-0.533, 0.180, -4.590], [0.806, 0.125, -4.247], [1.132, -0.002, -2.906], [0.219, -0.078, -1.941], [-2.674, 0.948, 3.441], [-0.543, 1.303, 6.041], [-3.436, 0.023, 1.168], [-2.195, -1.235, 1.164], [-1.856, 1.412, -0.044], [-3.066, -0.091, -1.495], [-1.991, -1.357, -0.919], [-2.543, 0.105, -3.819], [-0.833, 0.296, -5.624], [1.588, 0.185, -4.990], [2.160, -0.056, -2.585], [-3.704, 1.138, 3.160], [-0.035, 4.926, -1.272], [0.248, 3.711, -0.742], [-0.281, 2.700, -1.198], [1.251, 3.696, 0.396], [1.212, 2.421, 1.225], [-0.679, 4.989, -2.040], [0.362, 5.762, -0.883], [1.081, 4.624, 0.963], [2.228, 3.838, -0.082], [0.396, 2.519, 1.953], [2.126, 2.332, 1.819], [0.782, -4.418, 1.068], [-0.125, -3.426, -0.126], [-1.142, -4.726, -0.840], [0.102, -4.896, 1.773], [1.432, -3.749, 1.630], [1.388, -5.174, 0.569], [-0.527, -5.528, -1.249], [-1.720, -4.287, -1.653], [-1.832, -5.136, -0.102], [3.748, 1.759, -1.374], [4.053, 0.407, -0.747], [2.842, -0.222, -0.327], [3.061, -1.460, 0.363], [3.784, -1.279, 1.681], [3.779, 1.730, -2.462], [4.460, 2.511, -1.036], [2.756, 2.090, -1.071], [4.711, 0.522, 0.115], [4.554, -0.264, -1.454], [3.599, -2.138, -0.309], [2.069, -1.872, 0.527], [4.866, -1.219, 1.563], [3.561, -2.121, 2.339], [3.422, -0.382, 2.182]], "atomic_forces_ev_per_a": [[-0.205, 0.091, 0.112], [-0.079, 0.058, 0.091], [0.133, -0.042, -0.003], [-0.010, -0.035, -0.098], [-0.119, 0.030, 0.023], [0.066, -0.021, -0.006], [0.070, 0.049, -0.108], [0.239, -0.297, 0.201], [-0.196, 0.120, 0.121], [0.051, -0.044, -0.047], [0.009, -0.044, -0.034], [-0.011, -0.021, -0.022], [-0.028, 0.035, -0.030], [-0.046, -0.048, 0.087], [-0.045, 0.018, -0.157], [0.083, -0.013, 0.110], [-0.073, -0.016, -0.169], [0.214, -0.029, 0.047], [0.073, -0.036, -0.124], [-0.002, 0.000, 0.000], [-0.045, 0.000, 0.009], [0.041, -0.008, -0.007], [-0.057, -0.015, 0.031], [-0.028, 0.086, 0.008], [-0.044, -0.022, -0.005], [0.018, 0.005, -0.012], [0.009, -0.003, 0.015], [-0.016, 0.004, -0.003], [0.064, 0.018, 0.020], [0.013, -0.003, -0.003], [0.067, -0.012, 0.066], [-0.041, 0.003, -0.025], [0.012, -0.050, 0.016], [-0.060, 0.207, 0.023], [-0.089, 0.198, -0.232], [-0.006, 0.000, -0.007], [-0.024, 0.002, -0.014], [0.052, -0.023, 0.047], [-0.001, -0.004, 0.017], [0.008, -0.012, 0.076], [0.055, 0.029, 0.001], [0.002, 0.002, 0.148], [-0.039, 0.037, -0.043], [-0.025, -0.072, -0.088], [-0.007, 0.003, -0.024], [-0.027, 0.014, -0.008], [-0.011, 0.014, -0.009], [-0.004, 0.016, 0.003], [0.003, 0.001, 0.018], [0.016, 0.005, 0.004], [0.036, 0.011, -0.085], [-0.043, -0.014, 0.157], [-0.005, -0.094, -0.005], [0.034, 0.017, -0.132], [0.067, -0.056, 0.051], [-0.021, -0.015, -0.007], [0.017, -0.015, -0.032], [-0.027, -0.046, 0.050], [-0.023, 0.047, 0.023], [0.051, -0.012, -0.017], [0.014, -0.053, -0.004], [-0.057, 0.061, 0.020], [-0.016, 0.008, 0.011], [0.043, 0.000, -0.023], [-0.032, -0.012, -0.018]], "energy_ha": -3392.70841, "multiplicity": 6, "total_charge": 0, "fmax_ev_per_a": 0.43}

(2)
{"formula": "C22H33MoN2O", "method": "ωB97M-V/def2-TZVPD", "species": ["C", "C", "C", "C", "C", "Mo", "C", "C", "H", "C", "H", "H", "C", "H", "H", "H", "C", "H", "H", "H", "C", "H", "H", "H", "C", "H", "H", "H", "C", "H", "H", "H", "C", "H", "H", "H", "C", "H", "H", "H", "C", "C", "C", "C", "H", "C", "H", "C", "H", "H", "H", "N", "C", "N", "O", "H", "H", "H", "H"], "xyz": [[1.330, -1.735, 0.337], [1.912, -1.190, -0.855], [1.001, -1.433, -1.956], [-0.129, -2.152, -1.432], [0.069, -2.325, -0.015], [0.038, -0.096, -0.503], [-2.463, 1.507, -1.464], [-2.220, 0.932, -0.173], [-2.108, 1.625, 0.697], [-2.131, -0.462, 0.048], [-2.761, -1.085, -0.616], [-2.208, -0.771, 1.110], [-2.889, 2.971, -1.601], [-2.382, 3.660, -0.884], [-2.754, 3.392, -2.610], [-3.964, 2.909, -1.356], [-2.510, 0.640, -2.709], [-1.706, -0.132, -2.833], [-3.496, 0.107, -2.599], [-2.521, 1.227, -3.653], [3.248, -0.531, -0.931], [3.411, 0.106, -0.053], [4.051, -1.268, -0.970], [3.324, 0.106, -1.818], [1.234, -1.057, -3.382], [1.738, -0.089, -3.455], [1.858, -1.803, -3.896], [0.290, -0.977, -3.936], [-1.203, -2.808, -2.237], [-1.285, -2.364, -3.235], [-1.000, -3.880, -2.376], [-2.180, -2.731, -1.748], [-0.776, -3.157, 0.900], [-1.817, -3.200, 0.563], [-0.405, -4.191, 0.960], [-0.767, -2.749, 1.918], [1.997, -1.808, 1.669], [1.277, -2.053, 2.456], [2.778, -2.582, 1.677], [2.466, -0.852, 1.922], [1.457, 1.443, -1.551], [0.120, 2.134, -1.907], [2.472, 2.334, -1.811], [0.079, 2.650, -3.216], [-0.879, 2.307, -1.133], [2.489, 2.931, -3.107], [3.341, 2.475, -1.022], [1.256, 2.961, -3.888], [-0.885, 2.798, -3.891], [3.454, 3.333, -3.574], [1.312, 3.293, -4.941], [1.053, 0.482, 4.358], [-0.123, 0.382, 3.632], [-1.028, -0.480, 4.235], [-0.295, 0.909, 2.541], [1.075, 0.227, 5.318], [1.663, 1.247, 4.048], [-1.979, -0.418, 3.856], [-0.929, -0.702, 5.203]], "atomic_forces_ev_per_a": [[-0.086, -0.542, -0.747], [0.159, -0.509, -0.215], [0.307, -0.645, 0.553], [0.775, -0.370, 0.190], [0.531, -0.261, -0.274], [-0.695, 1.312, -0.353], [-0.153, -1.120, 1.959], [-1.094, 2.894, -1.572], [-0.289, -0.493, -0.773], [0.494, -1.311, 0.453], [0.604, 0.230, 0.343], [0.045, 0.213, -0.684], [0.285, -0.418, 0.291], [-0.484, -0.608, -0.294], [-0.092, -0.382, 0.384], [0.274, 0.493, -0.133], [-0.858, -0.297, -0.030], [-0.652, 0.691, 0.515], [0.784, 0.158, -0.502], [-0.118, -0.291, 0.782], [0.418, -0.050, -0.077], [0.010, -0.144, -0.201], [-0.018, -0.125, 0.040], [0.121, -0.394, 0.291], [-0.002, 0.027, -0.405], [-0.028, -0.129, -0.053], [-0.167, 0.119, 0.203], [0.240, -0.009, 0.131], [-0.411, 0.123, -0.136], [0.000, -0.101, 0.191], [0.131, 0.303, 0.121], [0.182, -0.035, -0.124], [-0.258, 0.077, 0.180], [0.223, 0.024, 0.045], [0.031, 0.291, -0.126], [-0.030, -0.080, -0.197], [-0.074, 0.245, 0.347], [0.163, 0.086, -0.111], [-0.196, 0.179, -0.123], [-0.026, -0.181, 0.029], [-5.776, 2.818, 4.254], [-0.344, -0.498, -0.129], [2.733, 0.022, -0.790], [-1.681, 0.622, -1.861], [4.418, -0.787, -2.749], [-0.480, 0.598, -0.966], [-1.339, -0.760, -2.140], [2.517, -0.306, 1.020], [1.735, 0.048, 2.072], [-1.608, -0.385, 1.001], [-0.268, -0.216, 0.791], [-0.033, 1.119, -1.708], [0.477, -0.816, 1.112], [-0.641, 0.690, -1.514], [-0.014, -0.229, -0.040], [0.058, -0.041, 0.537], [-0.389, -0.660, 0.413], [0.681, -0.136, 0.448], [-0.092, -0.053, 0.331]], "multiplicity": 3, "total_charge": 1, "fmax_ev_per_a": 7.71, "de_lowest_kj_mol": 0.0}